1.
ORCA calculation (ωB97M-V/def2-TZVPD) on a cluster of 9 separate species, C42H69N6O18P3 in total.

Geometry as XYZ:
```
138
Properties=species:S:1:pos:R:3:forces:R:3
O 23.04418 16.47373 13.08536 -0.297 0.420 -0.476
N 23.50980 15.83173 13.99623 1.907 0.261 -1.395
O 22.90885 15.41600 14.93141 -1.270 -0.623 1.691
C 24.95617 15.54944 13.94572 2.711 -0.841 0.739
C 25.59267 14.96398 15.10372 -1.987 1.618 -1.517
C 26.96042 14.82047 15.14007 -0.519 -0.166 0.832
C 27.70505 15.23259 14.07439 1.279 -0.658 -1.114
C 27.13169 15.69604 12.90990 0.674 -0.252 0.424
C 25.78705 15.87022 12.83802 -2.189 0.874 0.455
H 24.96503 14.83177 15.97263 0.062 -0.456 0.017
H 27.38594 14.40640 16.04223 0.279 0.051 -0.043
H 28.77420 15.10032 13.99809 0.192 -0.021 0.632
H 27.78134 15.91632 12.07575 -0.152 0.210 -0.116
H 25.44845 16.42598 11.97611 -0.712 -0.346 -0.124
O 18.47841 22.93001 10.33004 0.041 0.435 -0.829
N 18.71386 22.09258 11.16099 -1.066 0.010 0.911
O 19.74120 22.01720 11.79635 0.253 -0.500 0.007
C 17.59080 21.17906 11.51048 0.003 -1.046 1.421
C 17.77560 20.10981 12.43728 0.450 0.571 -1.461
C 16.71515 19.26265 12.58299 -1.329 0.243 0.755
C 15.43005 19.58993 12.08687 0.528 -1.591 2.471
C 15.20577 20.71498 11.40465 -0.099 0.556 -1.020
C 16.31324 21.46324 11.08516 0.513 1.754 -1.260
H 18.68382 19.93875 12.99611 0.262 0.044 -0.246
H 16.72288 18.46446 13.31047 0.424 -0.200 -0.094
H 14.61606 19.10058 12.60103 -0.284 -0.640 -0.619
H 14.21538 20.99550 11.07782 0.015 0.203 0.088
H 16.14165 22.36678 10.51897 0.296 0.071 -0.216
O 21.60776 17.35065 9.87214 1.295 -1.004 -0.101
N 22.07263 16.24143 10.18296 -1.597 0.908 0.659
O 21.43722 15.47619 10.89483 1.171 0.000 -0.823
C 23.42786 15.86716 9.71300 0.684 1.955 -0.293
C 24.35746 16.85685 9.30623 0.239 -0.210 0.649
C 25.67301 16.49529 8.98989 -0.771 -0.457 -0.188
C 26.01757 15.14089 8.88309 -0.307 -0.312 0.784
C 25.08029 14.18797 9.25147 -0.491 0.454 0.458
C 23.82799 14.57771 9.73803 -0.120 -1.850 -0.524
H 24.15367 17.91526 9.37430 -0.452 -0.040 -0.052
H 26.40007 17.27569 8.82033 0.014 0.009 -0.157
H 27.00930 14.76809 8.67356 0.174 0.417 -0.334
H 25.26561 13.12405 9.26257 0.367 0.029 -0.178
H 23.15023 13.78759 10.02569 -0.204 0.127 0.224
C 15.26734 15.82726 13.45807 0.884 -0.052 0.425
C 13.93304 15.29424 13.01229 1.768 1.470 -1.797
O 13.21728 15.06002 14.14640 -3.076 -2.000 3.092
P 12.82389 13.55327 14.61693 -0.988 -0.256 -0.926
O 12.43329 12.62307 13.52457 0.465 0.995 1.346
O 14.15354 13.08351 15.35969 -1.038 0.322 0.572
C 14.73359 13.94612 16.35674 2.225 -0.050 0.069
C 16.18541 13.44264 16.43075 -0.361 0.740 0.021
O 11.68326 13.76036 15.79549 1.960 0.819 -2.817
C 11.24433 12.63947 16.55058 0.114 0.083 0.149
C 10.48907 13.28793 17.64072 0.109 0.772 1.735
H 15.77705 15.07774 14.06348 0.367 -0.082 -0.253
H 15.90259 16.17887 12.64510 0.034 -0.317 -0.132
H 15.11855 16.66820 14.13541 -0.219 0.195 0.025
H 13.49878 16.16559 12.52212 -0.646 -0.424 -0.541
H 14.03185 14.43282 12.35177 -0.214 0.008 -0.040
H 14.75734 14.99772 16.07098 -0.398 -0.123 -0.422
H 14.30752 13.92435 17.35978 -0.681 -0.537 -0.229
H 16.82553 14.18677 16.90469 -0.093 -0.119 0.577
H 16.19658 12.48755 16.95589 0.376 0.032 -0.184
H 16.62238 13.39772 15.43319 -0.229 -0.495 -0.007
H 10.56328 11.96988 16.02531 0.442 -0.044 -0.584
H 12.13419 12.12427 16.91227 -0.156 -0.365 0.071
H 9.59140 13.80743 17.30545 -0.269 -0.599 -0.016
H 10.36570 12.61696 18.49082 -0.667 -0.131 -0.153
H 11.08206 14.10330 18.05501 0.312 0.022 -0.008
C 16.38062 10.86622 13.14722 0.651 0.893 0.262
C 16.43609 12.23128 12.43996 0.635 -1.753 0.418
O 15.25959 12.32613 11.65608 -1.526 0.223 -2.270
P 15.07801 11.69680 10.15305 1.374 0.553 -0.104
O 16.29552 11.77468 9.29337 -1.560 -0.574 1.124
O 14.49384 10.18528 10.36029 2.229 1.565 -0.895
C 13.34942 10.08355 11.16507 -1.054 0.380 0.533
C 12.81216 8.68390 11.00534 0.216 -0.146 -0.489
O 13.83844 12.56017 9.56866 0.753 -0.682 1.969
C 13.52751 12.62915 8.19709 0.223 -0.114 -1.311
C 12.40597 11.69429 7.80502 -0.455 -0.634 0.241
H 17.35033 10.69182 13.61344 0.099 -0.184 -0.015
H 15.66492 10.95071 13.96498 -0.295 -0.392 -0.206
H 16.16563 10.07082 12.43362 -0.098 -0.030 0.197
H 16.46429 12.99586 13.21631 -0.327 0.317 -0.447
H 17.33804 12.30315 11.83215 -0.135 0.199 -0.189
H 13.60218 10.38025 12.18300 -0.177 -0.172 0.142
H 12.68554 10.84416 10.75419 -0.704 -0.217 0.428
H 11.79617 8.54609 11.37531 0.122 0.129 0.102
H 12.83350 8.49227 9.93253 -0.329 -0.127 -0.111
H 13.47839 7.92966 11.42409 -0.027 0.111 0.314
H 13.31370 13.68107 8.00775 -0.157 -0.083 -0.125
H 14.38433 12.34076 7.58816 0.331 0.227 0.154
H 12.25327 11.55910 6.73427 0.156 0.681 -0.168
H 12.66405 10.67595 8.09569 0.049 -0.044 0.433
H 11.44762 11.94976 8.25712 0.033 0.035 0.061
C 22.70809 20.58454 11.72431 -0.306 -0.500 -0.680
C 22.30140 19.69607 12.85158 0.434 -0.226 0.620
O 21.53972 20.52908 13.70377 -1.212 0.619 1.838
P 20.96024 20.01152 15.10400 0.601 -0.611 -1.088
O 19.91483 18.94741 15.05140 1.060 1.203 0.230
O 20.45757 21.42126 15.71340 2.205 -2.644 -0.082
C 19.10786 21.69169 15.57420 -2.948 1.118 1.399
C 18.99081 23.01755 14.93553 0.035 1.513 -1.450
O 22.36905 19.50303 15.77022 -1.189 0.944 -0.175
C 22.33460 18.44024 16.71420 0.163 -1.772 0.582
C 23.70446 18.05079 17.26335 0.735 1.462 -0.401
H 23.06388 21.53619 12.11911 -0.201 0.017 -0.209
H 23.48243 20.13456 11.10302 0.024 -0.074 0.030
H 21.79286 20.65366 11.13637 0.308 0.796 -0.333
H 21.62859 18.88939 12.56055 0.516 -0.409 -0.238
H 23.16186 19.37410 13.43812 -0.014 -0.534 -0.167
H 18.41799 20.94158 15.18754 0.868 -0.444 -0.747
H 18.66007 21.82765 16.55863 0.338 -0.180 0.559
H 19.49557 23.04607 13.96987 0.273 -0.106 0.022
H 17.98861 23.37012 14.69181 -0.329 -0.391 0.385
H 19.44058 23.78898 15.56059 0.101 -0.048 0.034
H 21.62847 18.67545 17.51053 0.092 -0.004 0.102
H 22.04275 17.49077 16.26537 -0.827 0.317 -0.578
H 24.45710 17.93659 16.48322 -0.232 0.026 -0.541
H 24.10050 18.88262 17.84585 0.071 -0.312 0.563
H 23.73773 17.08558 17.76868 -0.518 0.288 0.385
C 20.36727 14.87145 17.60334 0.100 0.012 1.791
C 20.07893 14.69405 19.06378 -1.207 0.163 2.087
N 19.83518 14.54196 20.20281 0.762 0.366 -3.001
H 21.24912 14.23408 17.53857 -0.118 -0.022 -1.109
H 20.62360 15.91047 17.39636 0.140 -0.044 0.125
H 19.50487 14.62278 16.98484 0.320 -0.487 0.052
C 18.66876 18.24550 9.41444 -0.864 -0.415 -0.278
C 18.17824 17.07052 10.12161 0.822 -0.985 0.895
N 17.85389 16.16206 10.75441 -0.076 0.559 -0.428
H 18.91627 17.96856 8.38968 -0.038 0.089 0.013
H 19.54375 18.70415 9.87502 -0.345 -0.052 0.185
H 17.75492 18.83952 9.42585 0.420 0.876 -0.307
C 19.55908 16.30965 13.74068 -0.705 -0.812 0.449
C 19.10084 14.96409 14.16462 1.075 0.898 -1.336
N 18.92355 13.88784 14.50479 -0.480 -0.744 0.414
H 20.47955 16.45918 14.30501 -0.294 0.612 0.106
H 18.71669 16.95740 13.98334 0.571 0.516 0.223
H 19.78574 16.43269 12.68163 -0.170 -0.605 -0.006
```
Positions in Å, forces in eV/Å.

Results
Molar mass (g mol⁻¹): 1038.96
SMILES: O=[N+]([O-])c1ccccc1.O=[N+]([O-])c1ccccc1.O=[N+]([O-])c1ccccc1.CCOP(=O)(OCC)OCC.CCOP(=O)(OCC)OCC.CCOP(=O)(OCC)OCC.CC#N.CC#N.CC#N
LUMO level (eV): -1.0
Kohn-Sham gap (eV): 8.99
E_HOMO (eV): -10.0
Net charge: 0

Atom charges from the Löwdin analysis, given in e for atoms 1 to 5: number 1, O, carries 0.079; number 2, N, carries -0.351; number 3, O, carries 0.086; number 4, C, carries -0.081; number 5, C, carries 0.011

=====

2.
ORCA calculation (ωB97M-V/def2-TZVPD) on a cluster of 2 separate species, C4H11NO in total.

Geometry as XYZ:
```
17
Properties=species:S:1:pos:R:3:forces:R:3
C 0.15803 1.76929 4.51363 -0.593 -0.016 0.313
C -0.50963 1.65768 3.23183 0.955 -0.037 -0.302
C -1.45925 2.57041 2.75496 -0.685 0.392 0.323
H 0.33852 0.81290 5.01866 0.053 -0.033 -0.283
H 1.16646 2.15268 4.27219 0.121 0.002 -0.026
H -0.34288 2.45159 5.18872 0.059 0.193 0.120
H -0.11092 0.91844 2.53409 -0.330 -0.045 0.066
H -2.02754 2.41735 1.84929 0.132 -0.238 -0.208
H -1.72873 3.46883 3.31546 0.283 -0.211 0.008
N -0.55161 -2.15644 -4.19524 0.753 0.255 -0.550
C 0.86758 -2.17083 -4.47901 -0.436 0.389 0.324
O 1.65883 -2.88738 -3.54507 0.115 -0.675 -0.092
H -0.95017 -3.06442 -4.38219 -0.193 0.009 0.444
H -0.72362 -1.81142 -3.26396 -0.285 -0.284 0.089
H 1.00040 -2.65279 -5.43964 0.136 -0.054 -0.134
H 1.22998 -1.14276 -4.53631 -0.031 0.044 -0.097
H 1.98455 -2.33312 -2.83739 -0.052 0.310 0.005
```
Positions in Å, forces in eV/Å.

Results
Molar mass (g mol⁻¹): 89.14
LUMO level (alpha / beta) (eV): -5.7 / -9.4
Kohn-Sham gap (alpha / beta) (eV): 5.57 / 1.90
E_HOMO (alpha / beta) (eV): -11.3 / -11.3
ΔE to the lowest compared entry with this formula, charge and spin (kcal per mole): 70.63
Net charge: +1
2S+1: 2

Atom charges from the Löwdin analysis, given in e for atoms 1 to 5: number 1, C, carries -0.022; number 2, C, carries 0.001; number 3, C, carries 0.263; number 4, H, carries 0.127; number 5, H, carries 0.151

=====

3.
ORCA calculation (ωB97M-V/def2-TZVPD) on a structure of composition C4H35N2O15.

Geometry as XYZ:
```
56
Properties=species:S:1:pos:R:3:forces:R:3
O -3.54857 3.02797 0.55901 0.036 -0.728 0.603
C -2.66117 2.44153 1.16448 1.920 1.461 -0.986
N -1.79772 3.11337 2.00741 -1.038 0.167 -0.564
C -2.20382 0.96044 0.90371 -0.272 1.931 -0.262
C -3.45870 0.30988 0.38085 0.021 -0.933 -1.474
N -0.96099 0.83076 -0.02405 -1.871 -0.622 2.943
C -1.28947 0.68883 -1.43236 -1.089 -2.701 -0.308
O -0.92465 -0.62008 -1.83615 1.103 0.098 -0.146
H -1.92494 4.12128 2.17920 0.192 -1.112 -0.180
H -0.99378 2.60687 2.32908 0.305 0.240 0.487
H -1.87484 0.66830 1.91641 -0.189 -0.665 -0.606
H -4.29040 0.48913 1.02362 -0.528 0.055 0.640
H -3.77879 0.70687 -0.62475 0.369 -0.115 1.282
H -3.32962 -0.76282 0.23479 0.035 -0.131 0.178
H -0.67350 -0.10278 0.39104 0.221 1.229 -1.274
H -2.39858 0.69190 -1.69122 1.594 1.037 0.444
H -0.68299 1.37505 -1.96817 0.125 1.089 -0.827
H 3.58549 -1.60116 -2.63465 0.334 -0.073 0.090
H 3.22699 -2.83159 -3.35593 0.185 -0.261 -0.140
O 4.02050 -2.36783 -3.04615 -0.623 0.270 0.079
H 0.84511 -1.46258 1.24052 -0.136 -0.218 0.345
H -0.35874 -2.41025 1.37141 -0.088 -0.009 0.241
O 0.09039 -1.69882 1.85090 -0.129 0.073 -0.662
H 2.87346 -3.86807 -1.18479 1.015 -0.313 -1.144
H 1.36800 -3.46406 -1.52733 0.822 -0.321 -0.293
O 2.03809 -3.63695 -0.83540 -1.467 0.460 1.738
H 2.38053 -0.35172 2.82000 0.188 -0.457 -0.647
H 1.08593 -1.04838 3.33525 -0.203 -0.555 -0.672
O 1.81065 -0.47297 3.57211 0.128 0.863 1.207
H 1.18375 -2.09460 -3.02375 -0.558 -0.410 0.197
H 0.19760 -3.26995 -3.53501 -0.433 0.693 -0.110
O 1.08183 -3.03922 -3.23854 1.085 -0.746 -0.182
H 1.33636 1.45879 2.61396 0.350 -0.360 -0.287
H 1.59696 3.01166 2.46883 0.081 -0.163 -0.489
O 1.23816 2.31450 3.02459 -0.196 0.948 0.354
H -1.33215 -1.72609 -3.10288 0.067 0.318 -1.241
H -1.19501 -1.76840 -4.72759 0.192 0.827 -0.217
O -1.41560 -2.25975 -3.95045 -0.607 -0.940 1.264
H 1.36582 -0.44722 -3.01481 0.473 0.714 -0.084
H 0.31387 -0.70666 -1.86186 -0.439 0.525 0.130
O 1.51166 -0.61516 -2.07446 -0.503 -0.258 -1.204
H -0.25707 2.52295 4.54268 0.277 -0.763 -0.243
H -0.24005 1.01389 4.16943 0.950 -0.496 -0.722
O -0.61871 1.65047 4.74521 -1.504 0.940 1.488
H -2.20178 -2.62631 -1.25801 -0.077 -0.229 0.057
H -0.99432 -1.95363 -0.72340 -0.453 -0.625 -0.232
O -1.46571 -2.82256 -0.66921 0.291 0.172 0.409
H 0.90220 1.69972 -0.65680 1.194 -0.390 0.040
H 2.08494 0.89238 -1.30901 -0.532 0.828 0.008
O 1.89642 1.66712 -0.71843 -0.761 -0.153 -0.083
H 1.72554 3.35393 0.23186 0.631 -0.582 -0.542
H 0.31895 3.71648 0.59285 -0.152 0.108 0.009
O 1.19839 4.10134 0.49786 -0.469 0.537 0.559
H 2.37453 -1.90298 -0.20769 -0.252 -0.263 -0.408
H 2.07892 -0.35270 -0.22421 -0.009 0.485 -0.601
O 2.16497 -1.11905 0.31633 0.392 -0.475 2.037
```
Positions in Å, forces in eV/Å.

Results
Molar mass (g mol⁻¹): 351.32
LUMO level (eV): 2.6
Kohn-Sham gap (eV): 9.51
E_HOMO (eV): -6.9
ΔE to the lowest compared entry with this formula, charge and spin (kcal per mole): 29.23
Net charge: -1

Atom charges from the Löwdin analysis, given in e for atoms 1 to 5: number 1, O, carries 0.029; number 2, C, carries -0.480; number 3, N, carries 0.159; number 4, C, carries -0.258; number 5, C, carries -0.071